{
  "formula": "C34H96N12O10",
  "method": "ωB97M-V/def2-TZVPD",
  "elements": ["C", "O", "C", "C", "C", "N", "H", "H", "H", "H", "H", "H", "H", "H", "H", "H", "H", "C", "O", "C", "C", "C", "N", "H", "H", "H", "H", "H", "H", "H", "H", "H", "H", "H", "C", "O", "C", "C", "C", "N", "H", "H", "H", "H", "H", "H", "H", "H", "H", "H", "H", "C", "O", "C", "C", "C", "N", "H", "H", "H", "H", "H", "H", "H", "H", "H", "H", "H", "C", "O", "C", "C", "C", "N", "H", "H", "H", "H", "H", "H", "H", "H", "H", "H", "H", "C", "O", "C", "C", "C", "N", "H", "H", "H", "H", "H", "H", "H", "H", "H", "H", "H", "C", "O", "C", "C", "C", "N", "H", "H", "H", "H", "H", "H", "H", "H", "H", "H", "H", "C", "O", "C", "C", "C", "N", "H", "H", "H", "H", "H", "H", "H", "H", "H", "H", "H", "N", "C", "N", "O", "H", "H", "H", "H", "N", "C", "N", "O", "H", "H", "H", "H"],
  "positions_angstrom": [[-11.51711, -27.03955, 14.82631], [-10.22883, -26.70871, 14.33062], [-9.86534, -27.29318, 13.08714], [-8.45266, -27.02403, 12.78597], [-8.25895, -25.70315, 11.93107], [-7.71463, -28.12357, 12.12366], [-11.49471, -27.58643, 15.76892], [-12.04387, -27.66836, 14.10851], [-12.11259, -26.13473, 14.94795], [-9.99564, -28.37323, 13.15521], [-10.46181, -26.93150, 12.24957], [-7.88339, -26.83156, 13.69536], [-8.62802, -25.71560, 10.90553], [-7.21631, -25.39047, 11.87407], [-8.83686, -24.88795, 12.36646], [-6.79162, -27.71461, 12.15396], [-7.58631, -28.92178, 12.72905], [-8.09984, -27.34826, 23.27092], [-7.93367, -27.49313, 21.88861], [-6.80991, -28.30334, 21.57008], [-6.41952, -28.00794, 20.04662], [-7.33993, -28.45655, 18.93633], [-5.08491, -28.58889, 19.83503], [-7.91080, -28.27514, 23.81245], [-9.13577, -27.05394, 23.43919], [-7.42660, -26.68114, 23.80925], [-5.94972, -28.15620, 22.22316], [-7.12243, -29.33835, 21.70862], [-6.50209, -26.92120, 20.03013], [-8.11981, -27.70133, 18.83868], [-7.75922, -29.43684, 19.16285], [-6.96926, -28.66310, 17.93232], [-5.15780, -29.42951, 19.27992], [-4.49590, -27.95954, 19.30863], [-7.74087, -32.34767, 20.24563], [-7.85027, -32.40366, 18.78293], [-7.26916, -33.59249, 18.27360], [-5.76324, -33.41070, 18.05146], [-5.53507, -32.54914, 16.84398], [-5.02805, -34.67166, 17.99558], [-6.74907, -32.52806, 20.66023], [-8.28398, -33.22500, 20.59697], [-8.14299, -31.47451, 20.75943], [-7.44958, -34.45459, 18.91573], [-7.84840, -33.93343, 17.41549], [-5.15586, -32.89574, 18.79578], [-4.49105, -32.23751, 16.81223], [-6.20886, -31.72477, 16.61050], [-5.80302, -33.21516, 16.02379], [-4.21078, -34.60518, 17.40589], [-5.61172, -35.33730, 17.50943], [-8.62356, -30.58658, 15.15356], [-7.52623, -30.57173, 14.28804], [-7.73137, -31.61512, 13.29008], [-6.44488, -31.96155, 12.46583], [-5.18509, -32.34969, 13.27405], [-5.96049, -30.91058, 11.66642], [-8.22157, -30.50723, 16.16361], [-9.29884, -31.44149, 15.11845], [-9.18639, -29.70350, 14.85108], [-8.13146, -32.56927, 13.63305], [-8.49955, -31.30472, 12.58181], [-6.69263, -32.76628, 11.77363], [-4.37859, -32.74147, 12.65424], [-5.42796, -33.17632, 13.94173], [-4.86155, -31.44974, 13.79703], [-6.03693, -31.07333, 10.67254], [-6.31550, -30.01666, 11.97462], [-10.93276, -30.31064, 18.67137], [-11.06638, -29.43189, 19.72468], [-11.68566, -29.91244, 20.91739], [-11.38366, -29.03141, 22.14328], [-11.94948, -29.41015, 23.54955], [-11.60791, -27.63726, 21.82880], [-11.77872, -30.76817, 18.15841], [-10.21105, -31.06007, 18.99629], [-10.42859, -29.85717, 17.81797], [-12.77156, -29.92752, 20.82402], [-11.22004, -30.87137, 21.14484], [-10.33334, -29.08678, 22.42938], [-11.67921, -30.43227, 23.81477], [-13.02897, -29.32568, 23.67476], [-11.47311, -28.88856, 24.37967], [-10.98392, -27.09583, 22.40982], [-11.25867, -27.50876, 20.88985], [3.66127, -32.31752, 12.13258], [2.63339, -31.31077, 12.42482], [1.45892, -31.86618, 12.96823], [0.26007, -30.95343, 13.00364], [-0.94721, -31.62080, 13.73909], [-0.03806, -30.70455, 11.59751], [4.07854, -32.66187, 13.07884], [4.50459, -31.85946, 11.61575], [3.31436, -33.18555, 11.57200], [1.21097, -32.84696, 12.56241], [1.73455, -32.17887, 13.97538], [0.55526, -29.99125, 13.42218], [-1.62618, -30.81754, 14.02518], [-0.65282, -32.08862, 14.67855], [-1.46283, -32.40580, 13.18590], [0.77782, -30.22078, 11.25052], [0.04754, -31.62808, 11.19769], [-3.15462, -30.21377, 8.14676], [-2.22575, -31.29781, 7.91386], [-2.37074, -31.97454, 6.67463], [-1.15979, -32.88528, 6.49960], [-1.04924, -33.74641, 5.23528], [-1.19512, -33.82922, 7.60883], [-3.59759, -29.69974, 7.29374], [-2.66924, -29.43412, 8.73384], [-3.99847, -30.53253, 8.75864], [-3.32067, -32.50648, 6.62183], [-2.28418, -31.28968, 5.83108], [-0.34791, -32.16150, 6.57097], [-0.17036, -34.38411, 5.33020], [-0.81832, -33.27143, 4.28177], [-1.83654, -34.49531, 5.14911], [-1.51651, -33.17646, 8.30935], [-2.03157, -34.36512, 7.42648], [-4.36292, -34.22826, 9.69728], [-5.57891, -34.28871, 8.97093], [-6.14433, -35.57704, 8.87563], [-7.62351, -35.59196, 8.64528], [-8.36991, -34.49878, 9.55044], [-8.15614, -36.93205, 9.02021], [-3.59881, -34.81520, 9.18762], [-4.34403, -34.38098, 10.77637], [-4.07963, -33.18648, 9.54718], [-5.50271, -36.20732, 8.25989], [-5.94111, -36.00359, 9.85790], [-7.68697, -35.30051, 7.59688], [-8.25599, -34.68867, 10.61771], [-9.38743, -34.56559, 9.16536], [-8.01887, -33.47339, 9.43448], [-8.99472, -37.17205, 8.51101], [-7.46952, -37.62340, 8.75434], [-1.69800, -28.01527, 12.00625], [-2.95946, -28.30949, 12.07456], [-3.14069, -29.45612, 11.39545], [-3.79288, -27.66087, 12.62528], [-1.49543, -27.14774, 12.48214], [-0.97925, -28.65037, 11.68980], [-2.35813, -30.08466, 11.28314], [-4.03834, -29.91550, 11.33783], [-7.56338, -27.65936, 9.31632], [-6.88351, -28.01860, 8.26945], [-7.20040, -27.05380, 7.41374], [-6.13074, -28.86505, 8.29855], [-7.23384, -27.98065, 10.21535], [-8.41066, -27.21020, 8.99932], [-6.54077, -27.01252, 6.65001], [-8.02169, -26.49552, 7.59786]],
  "mulliken_charge": [-0.6751, -0.3608, -0.6735, 0.5566, -1.7814, -0.5782, 0.1029, 0.3620, 0.3073, 0.4572, 0.2995, 0.2471, 0.3122, 0.4347, 0.4686, 0.2180, 0.0047, -0.8204, -0.2850, -0.5182, 0.4847, -1.2017, -0.6867, 0.3681, 0.1477, 0.3570, 0.3559, 0.0857, 0.2700, 0.4699, 0.0420, 0.4389, 0.1790, 0.2935, -0.8647, 0.0006, -1.2155, 1.1720, -1.2997, -0.8114, 0.3674, 0.4463, 0.0173, 0.3801, 0.4590, 0.0326, 0.5022, 0.1109, 0.1168, 0.2788, 0.2547, -0.3283, -0.2405, -1.0746, 0.6721, -1.2759, 0.2641, -0.0791, 0.4462, -0.0556, 0.7505, 0.2620, -0.2490, 0.1771, 0.3704, 0.3361, 0.0607, 0.0158, -0.3353, -0.2065, -0.6011, 0.9537, -1.5306, -0.8568, 0.3213, 0.0196, 0.0772, 0.2790, 0.3306, -0.1790, 0.3757, 0.3759, 0.3489, 0.3323, 0.3387, -0.7731, -0.3397, -1.0808, 0.5599, -1.7801, -0.6546, 0.3139, 0.2612, 0.3248, 0.4714, 0.5065, 0.5261, 0.3343, 0.5651, 0.2322, 0.2973, 0.1943, -0.7425, -0.2637, -0.6202, 0.4014, -1.5041, -0.7663, 0.3986, 0.3147, 0.1010, 0.2221, 0.4433, 0.2998, 0.3934, 0.4041, 0.3079, 0.3495, 0.2601, -0.5671, -0.1519, -1.2631, 0.5764, -1.1993, -0.6720, 0.4115, 0.3359, -0.0177, 0.4138, 0.5186, 0.2071, 0.2660, 0.3901, 0.2645, 0.2620, 0.2294, -0.3729, 0.4653, 0.3415, -0.6988, 0.2454, 0.1693, 0.1849, -0.2235, -0.1087, 0.5469, -0.4536, -0.5111, 0.2128, 0.1673, 0.2110, 0.1378],
  "e_tot_ev": -75162.50503,
  "homo_lumo_gap_ev": 9.4,
  "homo_ha": -0.3222,
  "total_charge": 0,
  "e_above_lowest_kj_mol": 672.1
}